C2HFNO2 | ωB97M-V with the def2-TZVPD basis set

Positions of all 7 atoms, in Å:
O: -2.4712 -1.3674 0.5129
C: -1.6190 -0.8830 -0.1356
O: -1.5123 -0.5365 -1.3145
C: -0.0589 -0.4216 0.3134
N: 0.9393 -1.7104 0.3328
F: 2.2013 -1.2826 -0.2409
H: 0.2679 0.5648 -0.1388

For the energy, the calculation gives -381.80931 Ha. The calculation puts the LUMO energy (spin up / spin down) at 4.290 / 4.291 eV. The relative energy (zero: lowest compared OMol25 entry of this formula, charge and spin) is 61.09 kcal per mole. As for the gap between HOMO and LUMO (spin up / spin down): 8.77 / 8.76 eV. The spin multiplicity is 1. Its net charge is -1. The SMILES is O=C([O-])/C=N/F.



C40H50GeNO10P2PtS | ωB97M-V with the def2-TZVPD basis set

Positions of all 106 atoms, in Å:
Pt: 0.1823 -1.0095 0.8283
C: 6.4929 0.5401 -1.0240
C: 5.2594 1.3822 -0.7258
C: 5.6314 2.5810 0.1485
O: 4.3130 0.5641 -0.0762
P: 2.7475 0.3132 -0.6464
O: 2.3736 -0.6783 0.4185
C: 2.2906 2.0821 -0.7191
P: 1.2488 2.4324 0.7047
O: 0.3577 1.4044 1.2775
O: 0.3616 3.7305 0.4410
C: 0.6056 4.9316 -0.3130
C: 0.2616 4.7227 -1.7771
C: 2.0074 5.4889 -0.1038
O: 2.3695 2.8904 1.7556
C: 2.1853 2.5829 3.1714
C: 2.9029 3.6721 3.9452
C: 2.7243 1.1968 3.4694
O: 3.1807 -0.1908 -2.1039
C: 3.3251 -1.6167 -2.3584
C: 4.2996 -1.7253 -3.5178
C: 1.9928 -2.2716 -2.6739
H: 7.2563 1.1402 -1.5303
H: 6.2267 -0.3106 -1.6552
H: 6.9036 0.1587 -0.0841
H: 4.8651 1.7415 -1.6863
H: 6.3164 2.2606 0.9412
H: 4.7490 3.0061 0.6277
H: 6.1268 3.3547 -0.4471
H: 1.7324 2.2054 -1.6534
H: 3.1592 2.7315 -0.6508
H: -0.1076 5.6385 0.1104
H: 0.9074 3.9778 -2.2431
H: 0.3638 5.6672 -2.3177
H: -0.7637 4.3640 -1.8756
H: 2.7581 4.8393 -0.5618
H: 2.2334 5.5779 0.9606
H: 2.0802 6.4733 -0.5698
H: 1.1212 2.6097 3.4002
H: 3.9803 3.6063 3.7662
H: 2.7083 3.5604 5.0153
H: 2.5540 4.6572 3.6242
H: 3.7986 1.1519 3.2649
H: 2.2270 0.4522 2.8447
H: 2.5381 0.9536 4.5205
H: 3.7509 -2.0854 -1.4688
H: 3.9032 -1.1746 -4.3765
H: 4.4337 -2.7728 -3.7995
H: 5.2708 -1.2991 -3.2535
H: 1.4685 -1.7168 -3.4570
H: 1.3545 -2.2987 -1.7924
H: 2.1621 -3.2981 -3.0088
C: -1.7398 -0.7872 1.1675
Ge: -2.4301 -0.2615 2.8669
C: -2.1972 -1.6960 4.1976
C: -3.2852 -2.4229 4.6811
C: -3.1013 -3.4962 5.5474
C: -1.8195 -3.8515 5.9489
C: -0.7251 -3.1386 5.4754
C: -0.9137 -2.0744 4.6022
C: -4.3683 0.1080 2.7401
C: -4.9985 1.0338 3.5755
C: -6.3601 1.2930 3.4613
C: -7.1167 0.6270 2.5037
C: -6.5063 -0.2953 1.6628
C: -5.1447 -0.5496 1.7814
C: -1.7330 1.3827 3.7393
C: -1.8896 2.6123 3.0904
C: -1.4345 3.7928 3.6624
C: -0.7992 3.7669 4.9002
C: -0.6205 2.5541 5.5523
C: -1.0832 1.3733 4.9735
H: -2.3056 -0.4185 0.3054
H: -4.2890 -2.1484 4.3684
H: -3.9559 -4.0628 5.8995
H: -1.6733 -4.6936 6.6176
H: 0.2774 -3.4268 5.7697
H: -0.0510 -1.5558 4.1927
H: -4.4146 1.5616 4.3230
H: -6.8316 2.0181 4.1146
H: -8.1775 0.8288 2.4110
H: -7.0902 -0.8103 0.9086
H: -4.6705 -1.2638 1.1131
H: -2.3712 2.6423 2.1162
H: -1.5655 4.7337 3.1395
H: -0.4306 4.6842 5.3448
H: -0.1209 2.5263 6.5145
H: -0.9517 0.4342 5.5009
O: 0.5505 1.6295 -2.9614
C: 0.1447 0.6071 -2.3823
O: 0.7638 0.1118 -1.3259
C: -1.0435 -0.0968 -2.9012
C: -1.5111 -1.3303 -2.4123
C: -2.5703 -1.9850 -3.0022
C: -3.2116 -1.4300 -4.1336
C: -2.7762 -0.1702 -4.6085
C: -1.7213 0.4658 -4.0024
N: -4.2296 -2.1076 -4.7809
O: -4.6001 -3.2434 -4.3351
O: -4.7775 -1.5760 -5.8074
H: -1.0335 -1.7751 -1.5502
H: -2.9240 -2.9319 -2.6207
H: -3.2857 0.2611 -5.4574
H: -1.3800 1.4267 -4.3667
S: -0.6441 -4.1398 1.5177
C: 0.2278 -2.8227 1.4026

For the energy, the calculation gives -5638.58262 Ha. The calculation puts the LUMO energy (spin up / spin down) at 3.730 / 3.729 eV. The relative energy (zero: lowest compared OMol25 entry of this formula, charge and spin) is 1.59 kcal per mole. As for the gap between HOMO and LUMO (spin up / spin down): 3.82 / 6.96 eV. The spin multiplicity is 4. Its net charge is -2.



C40H40BIrN8S | ωB97M-V with the def2-TZVPD basis set

Positions of all 91 atoms, in Å:
Ir: 0.5684 0.1194 0.9084
C: -4.2098 2.7652 1.3628
C: -3.1440 2.1267 0.5360
C: -3.1036 1.9696 -0.8306
C: -1.8815 1.3413 -1.1022
N: -1.2285 1.0988 0.0361
N: -2.0143 1.6064 1.0472
B: -1.5747 1.6698 2.5462
N: -0.3030 2.5081 2.6211
N: 0.6522 2.1649 1.7473
C: 1.6198 3.0711 1.8190
C: 1.2658 4.0406 2.7723
C: 0.0343 3.6467 3.2580
C: -0.8435 4.2866 4.2790
C: 2.7993 2.9575 0.9543
C: 4.0028 3.5606 1.2973
C: 5.1217 3.3985 0.4926
C: 5.0507 2.6337 -0.6613
C: 3.8501 2.0329 -1.0170
C: 2.7351 2.1996 -0.2151
N: -1.3657 0.1870 2.9905
N: -0.9492 -0.6438 1.9799
C: -1.6173 -1.7997 2.0935
C: -2.3874 -1.7510 3.2605
C: -2.2227 -0.4922 3.7813
C: -2.8804 0.1215 4.9684
C: -1.7461 -2.8483 1.0664
C: -1.8541 -2.5055 -0.2784
C: -2.0664 -3.4916 -1.2275
C: -2.1794 -4.8202 -0.8427
C: -2.0913 -5.1618 0.4992
C: -1.8827 -4.1779 1.4511
C: -1.3919 1.1006 -2.4715
C: -0.2236 1.7031 -2.9268
C: 0.1389 1.6021 -4.2607
C: -0.6779 0.9292 -5.1568
C: -1.8538 0.3422 -4.7130
C: -2.2089 0.4252 -3.3757
H: -5.0178 3.0931 0.7119
H: -3.8303 3.6323 1.9037
H: -4.6187 2.0678 2.0945
H: -3.8281 2.3016 -1.5539
H: -2.4446 2.1552 3.2007
H: 1.8153 4.9240 3.0494
H: -0.3659 5.1860 4.6618
H: -1.0306 3.6148 5.1175
H: -1.8088 4.5643 3.8539
H: 4.0734 4.1353 2.2123
H: 6.0575 3.8619 0.7771
H: 5.9283 2.4993 -1.2796
H: 3.7824 1.4370 -1.9175
H: 1.7848 1.7599 -0.5199
H: -3.0467 -2.5231 3.6179
H: -3.4880 -0.6260 5.4739
H: -3.5215 0.9547 4.6795
H: -2.1401 0.5001 5.6737
H: -1.7566 -1.4685 -0.5738
H: -2.1398 -3.2219 -2.2735
H: -2.3377 -5.5885 -1.5886
H: -2.1756 -6.1970 0.8032
H: -1.7887 -4.4434 2.4970
H: 0.3802 2.2858 -2.2429
H: 1.0564 2.0631 -4.6031
H: -0.3968 0.8604 -6.1998
H: -2.4951 -0.1832 -5.4092
H: -3.1282 -0.0277 -3.0234
S: 2.4426 -0.1657 2.2209
C: 3.5947 -1.0314 1.3319
N: 4.4499 -1.5953 0.7985
C: 0.3349 -2.0417 -3.7086
N: 1.5047 -1.2230 -3.4677
C: 2.6362 -1.6136 -4.2786
C: 1.7533 -0.9132 -2.0678
C: 1.5818 -2.0177 -1.0548
C: 2.1014 -3.2769 -1.3665
C: 2.1061 -4.3097 -0.4540
C: 1.6198 -4.0679 0.8232
C: 1.1227 -2.8191 1.1398
C: 1.0383 -1.7711 0.2081
H: 0.0243 -1.9363 -4.7512
H: -0.4825 -1.7002 -3.0733
H: 0.5020 -3.1087 -3.5011
H: 2.3953 -1.4430 -5.3326
H: 2.9217 -2.6725 -4.1811
H: 3.5028 -1.0011 -4.0282
H: 1.0922 -0.0837 -1.7842
H: 2.7784 -0.5387 -1.9876
H: 2.5401 -3.4373 -2.3433
H: 2.5208 -5.2743 -0.7178
H: 1.6527 -4.8414 1.5813
H: 0.8099 -2.6509 2.1630

For the energy, the calculation gives -2513.76590 Ha. The calculation puts the LUMO energy at -0.401 eV. The relative energy (zero: lowest compared OMol25 entry of this formula, charge and spin) is 16.07 kcal per mole. As for the gap between HOMO and LUMO: 7.21 eV. The spin multiplicity is 1. Its net charge is 0.



FHN5 | ωB97M-V with the def2-TZVPD basis set

Positions of all 7 atoms, in Å:
H: -2.3005 1.1460 -1.4455
N: -1.5439 0.5556 -1.1451
N: -0.9330 -0.0644 -0.4165
N: -0.2613 -0.8325 0.1192
N: 0.8938 -0.9767 0.6943
N: 1.4844 0.1266 0.8009
F: 2.6604 0.0455 1.3928

For the energy, the calculation gives -373.66335 Ha. The calculation puts the LUMO energy at -6.994 eV. The relative energy (zero: lowest compared OMol25 entry of this formula, charge and spin) is 61.85 kcal per mole. As for the gap between HOMO and LUMO: 9.97 eV. The spin multiplicity is 1. Its net charge is +1. The SMILES is [H]/N=N/N=[N+]=NF.



C4H7N2OP | ωB97M-V with the def2-TZVPD basis set

Positions of all 15 atoms, in Å:
N: 1.9073 0.8500 0.9366
P: 1.6674 -0.6122 -0.0367
N: 2.3576 -0.0626 -1.4371
C: 0.0656 -1.0178 -0.4029
C: -1.0016 -1.6078 0.0836
C: -2.2003 -0.8031 0.2585
C: -2.0812 0.5991 0.4835
O: -1.0482 1.3036 0.3247
H: 1.3326 0.6450 1.7351
H: 1.2771 1.4750 0.5068
H: 2.2920 0.9799 -1.4294
H: 2.2834 -0.6278 -2.3307
H: -0.9984 -2.5804 0.4069
H: -3.0815 -1.3217 0.6153
H: -3.1117 0.9570 0.6106

For the energy, the calculation gives -682.58209 Ha. The calculation puts the LUMO energy at -1.154 eV. The relative energy (zero: lowest compared OMol25 entry of this formula, charge and spin) is 97.27 kcal per mole. As for the gap between HOMO and LUMO: 6.72 eV. The spin multiplicity is 1. Its net charge is 0. The SMILES is NP(N)#C/C=C\C=O.



C2H2O3 | ωB97M-V with the def2-TZVPD basis set

Positions of all 7 atoms, in Å:
O: 0.7912 1.3181 -2.8793
C: 0.4750 0.6096 -2.0097
C: 0.5050 0.0591 -0.7022
O: 1.0723 -1.0740 -0.3789
O: -0.4119 0.5568 0.2244
H: 0.3695 -1.5546 0.2589
H: -0.0622 1.3899 0.5068

For the energy, the calculation gives -303.03942 Ha. The calculation puts the LUMO energy at 0.427 eV. The relative energy (zero: lowest compared OMol25 entry of this formula, charge and spin) is 57.06 kcal per mole. As for the gap between HOMO and LUMO: 8.41 eV. The spin multiplicity is 1. Its net charge is 0. The SMILES is O=C=C(O)O.



C6H16 | ωB97M-V with the def2-TZVPD basis set

Positions of all 22 atoms, in Å:
C: -0.8803 -1.4414 -0.0252
C: -1.4181 -0.9078 -1.3301
C: -0.8669 -0.2708 1.0860
C: -1.5793 -2.6935 0.4085
H: 0.2306 -1.5738 -0.0161
H: -2.1180 -1.5619 -1.8426
H: -0.5192 -0.6717 -1.9442
H: -0.4263 0.6664 0.7419
H: -1.8719 0.0672 1.3841
H: -0.2500 -0.7266 1.8604
H: -1.1526 -3.5999 -0.0393
H: -1.5402 -2.7772 1.4911
H: -2.6529 -2.6996 0.2104
H: -2.0287 0.0105 -1.2428
C: 2.1606 2.5592 -0.7898
C: 2.0659 1.8917 0.6320
H: 1.2844 2.4760 -1.3969
H: 2.5064 3.6020 -0.6458
H: 3.0895 2.2111 -1.2740
H: 2.5174 0.8960 0.6727
H: 2.4634 2.6277 1.3095
H: 0.9859 1.9165 0.7500

For the energy, the calculation gives -237.77119 Ha. The calculation puts the LUMO energy (spin up / spin down) at -2.971 / -10.283 eV. The relative energy (zero: lowest compared OMol25 entry of this formula, charge and spin) is 18.05 kcal per mole. As for the gap between HOMO and LUMO (spin up / spin down): 11.60 / 4.28 eV. The spin multiplicity is 2. Its net charge is +1.



C6H17N2 | ωB97M-V with the def2-TZVPD basis set

Positions of all 25 atoms, in Å:
N: 0.8957 2.7835 0.1439
C: -0.6242 2.4498 0.4376
C: -0.9093 1.5092 -0.7355
N: 0.0146 0.3201 -0.8476
C: 1.1791 -2.6801 1.0821
C: 1.1535 -1.6788 -0.0236
C: -0.1907 -0.8760 -0.0484
C: -1.5371 -1.6028 -0.3564
H: 0.9895 3.3508 -0.8384
H: 1.3364 3.2742 0.9306
H: 1.2317 1.8337 -0.1723
H: -0.5524 1.9052 1.4481
H: -1.2860 3.3074 0.4552
H: -2.0779 1.2514 -0.6930
H: -0.9896 2.1657 -1.7688
H: 0.2812 0.1868 -1.8340
H: 0.4109 -3.3613 1.0248
H: 1.1043 -2.2035 2.1589
H: 2.1311 -3.3175 0.9878
H: 1.9638 -0.8891 0.0721
H: 1.4003 -2.1080 -1.0971
H: -0.3349 -0.4444 1.0575
H: -2.2379 -0.7630 -0.3293
H: -1.8195 -2.3756 0.3622
H: -1.5322 -2.0378 -1.4163

For the energy, the calculation gives -347.53855 Ha. The calculation puts the LUMO energy (spin up / spin down) at -7.323 / -12.529 eV. The relative energy (zero: lowest compared OMol25 entry of this formula, charge and spin) is 55.71 kcal per mole. As for the gap between HOMO and LUMO (spin up / spin down): 11.45 / 6.20 eV. The spin multiplicity is 2. Its net charge is +2.